1.
Formula: C17H81N2O27
Source: the OMol25 dataset
Level of theory: wB97M-V/def2-TZVPD

Summary:
HOMO (alpha / beta) ... -8.538 / -8.797 eV
LUMO (alpha / beta) ... -0.006 / -0.007 Eh
Relative energy (zero: lowest compared OMol25 entry of this formula, charge and spin) ... 979.4 kJ/mol
Orbital gap (alpha / beta) ... 8.37 / 8.61 eV

Geometry as ORCA input:
```
! wB97M-V def2-TZVPD RIJCOSX def2/J DEFGRID3
* xyz 0 2
O -9.04392 1.77232 1.80852
O 3.34950 2.33780 1.16156
O 4.87239 -2.98565 -7.28310
O -2.04385 1.71505 -6.54276
O -3.33181 2.59065 0.14451
O 5.29965 -2.29288 -4.35322
O -4.70058 5.68436 0.33278
O -2.13551 2.16511 -3.64118
O 3.65988 7.67313 4.79100
O 5.33926 2.57375 3.68704
O -6.90473 0.86237 -1.28516
O 3.66540 -4.29320 -1.17479
O -3.31297 -5.41197 2.24291
O -4.13970 -0.10510 -2.40339
O -0.85205 -1.66056 6.74292
O 4.21294 -7.76249 -1.85488
O -0.93000 -3.95350 3.82609
O -2.26010 -0.58980 4.04463
O -7.43372 4.72458 1.36439
O -0.53516 -6.54269 1.81900
O -0.63062 5.51052 -0.32573
O 5.10487 10.11426 3.49138
O -6.21176 4.54685 -2.41629
O -0.82244 2.39239 -9.23575
O -1.03615 2.21594 0.74217
O 4.67655 5.22237 4.94500
O 4.33179 -3.46784 4.23985
N 2.42154 -4.09976 -0.70062
N 1.72562 0.22248 -2.29784
C 1.43807 -3.70011 -1.77758
C 3.94568 -3.10708 1.09889
C 1.49598 -3.87970 1.69970
C 0.53263 -1.45362 -0.60471
C 2.25259 -2.90758 -2.99082
C 0.90340 -5.11954 -2.47973
C -2.40244 1.69544 0.57810
C 1.45380 1.04067 -3.56620
C 1.96635 -1.62380 0.16434
C 0.69094 3.41458 2.10987
C 0.10763 -2.90364 -1.24562
C 2.38402 -3.18724 0.50480
C -0.59234 -1.14337 0.59366
C 0.42930 -0.19544 -1.64513
C -2.12449 -1.00371 0.02923
C -2.91593 0.17088 0.89402
C -0.70600 2.49576 2.14806
H 0.03175 -5.61541 -1.87664
H -1.49803 -3.20976 3.57471
H -2.81017 -6.17158 2.57333
H -8.69011 1.67321 2.70520
H 4.38294 -4.18355 1.34594
H 4.35809 -6.80441 -1.85701
H 3.70331 2.23869 2.05824
H 1.85751 -1.06552 1.21237
H 3.87586 -2.55832 2.15618
H -1.18438 1.65410 -9.74856
H -2.86242 -0.14303 2.02559
H -4.22284 -5.74049 2.18577
H -0.83874 -6.95134 0.99445
H -1.90575 2.34531 -2.71721
H -0.28894 -0.55155 -2.52995
H -1.30918 5.86796 0.26658
H 0.62970 -4.59125 1.28955
H 5.78040 -2.88470 -4.95128
H 3.26136 -7.85541 -2.01271
H -0.59278 -2.06811 1.33821
H -0.07083 0.77249 -1.20668
H 2.25023 -4.57600 2.30653
H -0.88313 2.09104 -8.31678
H 1.84864 -5.81227 -2.54925
H -2.34496 1.21901 -3.65006
H 5.01753 -2.02757 -7.28522
H -5.07935 5.59392 -0.55454
H -0.72932 -2.74711 -2.07779
H 1.59950 2.85856 2.62850
H 0.56508 4.45628 2.62821
H -0.73054 4.55017 -0.24359
H -6.59054 4.45641 -3.30362
H 2.03779 0.59757 -4.50834
H 2.97028 -3.60047 -3.60317
H -0.24036 -0.21666 1.25895
H 2.88949 -1.14671 -0.37202
H 3.58488 3.24516 0.91603
H 5.58244 9.28219 3.62794
H 1.05998 -3.07520 2.46525
H 5.20143 -2.81096 -3.54025
H 0.60745 -4.82878 -3.59311
H 2.94504 -2.11558 -2.42856
H 0.29034 1.12438 -3.79699
H 3.72497 5.12944 4.78718
H -0.39535 1.49518 2.72020
H 2.17877 0.87536 -1.59038
H -0.70564 -2.48167 7.23627
H -5.09128 -0.19802 -2.56121
H -6.81934 0.19476 -0.58798
H 0.00546 -7.23040 2.23587
H -4.22301 4.85230 0.46934
H 4.82169 6.18045 4.94287
H -4.04899 0.11419 0.53086
H -2.17471 -1.25741 4.74181
H 5.69308 2.47464 4.58372
H -1.81409 1.89525 -5.61878
H -0.11579 -1.63117 6.11359
H 3.80503 8.63121 4.78887
H 5.57465 3.48111 3.44151
H -3.99455 0.85298 -2.40552
H -7.54567 1.49455 -0.92663
H 1.44712 -2.34479 -3.64452
H -5.73420 3.71479 -2.27973
H 4.96629 -3.49483 4.97175
H -2.25330 0.76895 -6.55163
H 1.01556 3.62990 0.98169
H -8.21855 4.67402 0.79823
H -6.75618 5.11343 0.79104
H -8.80854 2.67968 1.56298
H -2.90103 0.04238 4.40317
H 4.72609 10.02382 2.60406
H 4.65335 -2.45066 0.43749
H 2.70830 7.58021 4.63318
H -1.11377 -4.62623 3.15326
H 1.81508 2.16348 -3.41364
H 3.83678 -4.29618 4.32853
H -2.22302 -0.88473 -1.13050
H -2.68977 -2.01825 0.30012
H -1.55671 3.04258 2.74349
H 3.92081 -3.07858 -7.44092
H -0.36172 -3.53744 -0.36375
*
```

---

2.
Formula: C17H8ClF6IN4O9S2
Source: the OMol25 dataset
Level of theory: wB97M-V/def2-TZVPD

Summary:
HOMO ... -8.416 eV
LUMO ... -0.119 Eh
Orbital gap ... 5.18 eV

Geometry as ORCA input:
```
! wB97M-V def2-TZVPD RIJCOSX def2/J DEFGRID3
* xyz 0 1
I 4.30553 3.00008 -3.81741
Cl 2.62494 -0.25031 1.60076
S -4.79458 -4.21262 1.23973
S -2.85120 -2.47525 1.98719
F -0.72706 -3.75298 2.91698
F -4.01597 -6.70371 1.63812
F -3.80534 -6.02748 -0.40460
F -0.52713 -3.10163 0.86721
F -5.76755 -6.48448 0.38654
F -0.39903 -1.65840 2.47782
O 0.43454 2.06951 -3.08055
O 5.02956 3.29105 2.34295
O -3.21970 -2.14130 3.33241
O -5.37294 -3.53499 0.11397
O 1.18651 -2.47551 -0.89262
O -0.55459 3.85880 -2.03416
O 1.73516 0.60124 -4.13260
O -2.97643 -1.41948 1.01400
O -5.60097 -4.29750 2.42245
N 4.16571 1.22456 0.08483
N 5.05454 1.19143 1.19498
N -3.25175 -3.91267 1.48917
N 0.91385 -0.10637 -0.86759
C 0.09355 3.43928 0.23876
C -1.45268 1.97376 -0.81255
C -4.58170 -5.95208 0.68553
C 1.03986 -1.33862 -0.92800
C 3.00224 0.55390 0.16751
C 0.03618 2.64936 1.36539
C -0.65554 3.08914 -0.86490
C -0.73868 1.51535 1.41763
C 2.14912 0.57934 -0.92599
C 4.54118 1.90097 -1.01089
C -1.03590 -2.77252 2.06802
C -1.49512 1.17617 0.31110
C 2.49995 1.29509 -2.05174
C 1.53388 1.33131 -3.20597
C 5.04131 2.28663 1.79720
C 3.72857 1.95308 -2.10361
C 0.59300 3.44786 -2.71018
H 0.71230 4.04103 -3.61508
H 1.44547 3.63174 -2.04470
H 0.72603 4.31887 0.23616
H -2.00732 1.71051 -1.70397
H -0.77533 0.87575 2.28758
H 0.60731 2.93214 2.24234
H -2.09050 0.27893 0.28421
H 5.49675 2.40100 -1.00344
*
```

---

3.
Formula: C17H9BiBr3N3O3Se
Source: the OMol25 dataset
Level of theory: wB97M-V/def2-TZVPD

Summary:
HOMO ... -8.077 eV
LUMO ... -0.026 Eh
Relative energy (zero: lowest compared OMol25 entry of this formula, charge and spin) ... 11.6 kJ/mol
Orbital gap ... 7.37 eV

Geometry as ORCA input:
```
! wB97M-V def2-TZVPD RIJCOSX def2/J DEFGRID3
* xyz 0 1
Bi -0.67443 0.00878 -1.18590
Br -0.02072 1.55513 -4.66495
Br -2.92101 -3.20151 2.22650
Br -5.00640 1.46393 4.62961
Se 0.99430 -2.02933 -0.95810
O 0.70713 0.82277 0.31332
O -1.76543 -1.18425 0.27302
O 2.62436 1.76234 0.96693
N -1.97966 1.50594 0.28269
N 1.24157 1.49266 -2.23241
N -0.96193 -4.12048 -1.77512
C -1.37881 3.53030 -0.90818
C -2.08084 2.81680 0.20816
C 3.48133 2.09871 -1.72048
C 3.70115 2.39297 -3.05665
C 1.85594 1.39950 0.10566
C -3.36470 1.46086 2.26658
C -2.45116 -0.60443 1.23060
C 1.45627 1.79083 -3.49953
C 2.22363 1.65664 -1.34809
C -3.96707 0.66020 3.26005
C -3.07356 -1.32235 2.23829
C -2.84436 3.52856 1.15339
C 2.66857 2.25406 -3.97500
C -3.82003 -0.69823 3.24589
C -0.22173 -3.29902 -1.44734
C -3.46805 2.86282 2.17115
C -2.59921 0.81223 1.26760
H 4.24476 2.20577 -0.96397
H -4.04405 3.40265 2.91005
H -4.28270 -1.31010 4.00708
H -2.92145 4.60336 1.06409
H 4.66882 2.74169 -3.39186
H -1.93168 3.41295 -1.84348
H 2.79388 2.48833 -5.02142
H -0.37847 3.12363 -1.04868
H -1.29584 4.59266 -0.69029
*
```

---

4.
Formula: C17H9F6N2O3S2
Source: the OMol25 dataset
Level of theory: wB97M-V/def2-TZVPD

Summary:
HOMO ... -3.377 eV
LUMO ... 0.069 Eh
Relative energy (zero: lowest compared OMol25 entry of this formula, charge and spin) ... 142.3 kJ/mol
Orbital gap ... 5.25 eV

Geometry as ORCA input:
```
! wB97M-V def2-TZVPD RIJCOSX def2/J DEFGRID3
* xyz -1 1
S 1.52165 -4.80129 -1.44201
S 2.42802 -2.01264 -1.95624
F -4.76162 4.44042 1.46885
F -2.88577 5.03740 2.46266
F 2.22436 -6.86268 -0.06743
F 2.47563 -4.99145 1.09917
F -4.08579 3.33609 3.25100
F 3.95895 -5.53449 -0.40201
O 1.74277 -1.80402 -3.19157
O 3.79407 -2.43699 -1.93075
O -0.62703 -3.18959 -0.07069
N 1.50765 -3.13906 -1.00200
N -1.36830 0.19172 -3.97575
C -2.71176 1.76141 -0.86270
C -1.29695 1.59161 -0.72170
C 0.37930 -2.56235 -0.38253
C -0.74264 2.27769 0.41649
C -3.49052 2.45515 0.06468
C -1.07123 0.42646 -2.85736
C 0.84825 -1.18951 -0.06920
C -2.88894 3.02030 1.19336
C 0.37218 -0.46919 1.01937
C -1.52553 2.82506 1.42751
C 2.01533 -0.80833 -0.71218
C 2.77504 0.26466 -0.21703
C -3.64960 3.95466 2.09538
C 2.38271 0.84419 1.00646
C 1.27830 0.33607 1.72269
C -0.54832 0.75414 -1.62481
C 2.63090 -5.54957 -0.12235
H 3.71972 0.51651 -0.69252
H -3.22429 1.28647 -1.70162
H 3.05240 1.57039 1.46496
H 1.15544 0.54453 2.78722
H -4.57592 2.47239 -0.05425
H -1.03857 3.07303 2.37515
H 0.55104 0.71133 -1.57782
H -0.67327 -0.66193 1.27932
H 0.35237 2.32142 0.50024
*
```

---

5.
Formula: C18H10AsCl2N4O2RuS4
Source: the OMol25 dataset
Level of theory: wB97M-V/def2-TZVPD

Summary:
HOMO (alpha / beta) ... -0.972 / -1.111 eV
LUMO (alpha / beta) ... 0.147 / 0.147 Eh
Relative energy (zero: lowest compared OMol25 entry of this formula, charge and spin) ... 0.0 kJ/mol
Orbital gap (alpha / beta) ... 4.98 / 5.12 eV

Geometry as ORCA input:
```
! wB97M-V def2-TZVPD RIJCOSX def2/J DEFGRID3
* xyz -2 2
Ru 0.35672 -0.15109 0.37706
As -3.83453 -0.23918 -2.82878
Cl 3.42394 -1.01462 6.43144
Cl 4.55418 -3.43741 4.69054
S -1.43224 -1.36609 0.33387
S -2.65982 1.41363 -3.62016
S -3.25822 -2.07502 -3.75088
S -3.13143 -0.41866 -0.25764
O 0.47531 2.11006 3.76166
O 2.94680 -3.31881 -0.13518
N -0.69330 1.72205 0.41946
N 1.73869 -1.56414 0.78098
N 0.88777 -0.81737 -1.60248
N 0.78701 0.41755 2.21066
C 2.14861 -2.38818 -0.19669
C 1.47894 -2.02446 -1.51941
C -1.41886 3.31145 2.04208
C -2.26681 3.88764 1.09948
C -2.30413 3.37035 -0.17368
C 1.44130 -2.92456 -2.55918
C 3.05512 -2.43597 2.68442
C -0.65088 2.23349 1.66337
C -1.50908 2.26917 -0.47642
C 3.43890 -2.28053 4.01197
C 0.23032 -0.48978 -2.71492
C 0.27521 1.57340 2.68028
C 2.94860 -1.23322 4.76748
C 0.71772 -2.59399 -3.69897
C 1.65920 -0.45620 2.88984
C 0.10690 -1.36053 -3.78552
C 2.16672 -1.53680 2.10664
C 2.06119 -0.31674 4.20941
H -2.96046 3.74961 -0.94615
H 3.43958 -3.25223 2.09273
H -1.33879 3.66868 3.05922
H 0.59032 -3.31512 -4.49721
H 1.68587 0.50495 4.79772
H 1.93148 -3.88003 -2.43052
H -1.55727 1.83119 -1.46731
H -0.26278 0.47078 -2.73846
H -2.89697 4.72637 1.37386
H -0.53085 -1.08144 -4.61049
*
```

---

It is found that the DFT total energy values, taken in the order of the records, are -2836.896749, -3702.091801, -11381.375296, -2384.029665, -5905.473172 Ha.
It is found that the maximum force values, taken in the order of the records, are 8.3, 1.2, 1.0, 3.3, 1.0 eV Å⁻¹.